Record 1
{"formula": "C2H3BrFI", "method": "ωB97M-V/def2-TZVPD", "homo_energy_ha": [-0.33360, -0.33368], "homo_lumo_gap_ev": [5.26, 5.26], "relative_energy_kcal_mol": 64.8, "symbols": ["C", "C", "F", "Br", "I", "H", "H", "H"], "coordinates": [[-0.13222, 0.17356, 0.01575], [0.27458, -1.10858, 0.29442], [-0.11414, -1.91934, 1.19780], [2.69038, 0.72819, 1.19447], [-2.33837, -0.26919, -1.22542], [-0.53631, 0.92060, 0.62197], [0.42519, 0.63740, -0.87319], [0.74814, -1.55506, -0.53507]], "lowdin_charge": [-0.40, -0.31, 0.16, -0.16, 0.48, 0.02, 0.09, 0.12]}

Record 2
{"formula": "C5H39N2O14", "method": "ωB97M-V/def2-TZVPD", "homo_energy_ha": [-0.37446, -0.37412], "spin_multiplicity": 2, "homo_lumo_gap_ev": [9.87, 5.00], "relative_energy_kcal_mol": 113.4, "symbols": ["C", "N", "C", "C", "C", "N", "C", "O", "H", "H", "H", "H", "H", "H", "H", "H", "H", "H", "H", "H", "H", "H", "H", "O", "H", "H", "O", "H", "H", "O", "H", "H", "O", "H", "H", "O", "H", "H", "O", "H", "H", "O", "H", "H", "O", "H", "H", "O", "H", "H", "O", "H", "H", "O", "H", "H", "O", "H", "H", "O"], "coordinates": [[0.15893, 0.51501, -0.50722], [-0.95167, 1.13094, 0.16971], [-0.63263, 2.06142, 1.35878], [-0.17494, -0.96462, -0.90126], [0.84594, -1.44953, -2.02714], [-0.08161, -1.85479, 0.33526], [-0.56293, -3.22119, 0.43452], [-0.16495, -3.98006, -0.78791], [1.16797, 0.62431, 0.07193], [0.36474, 0.83653, -1.63744], [-1.58764, 0.32898, 0.50198], [-1.47525, 2.74675, 1.50809], [0.37225, 2.42103, 1.22079], [-0.71771, 1.37415, 2.17583], [-1.26181, -0.96135, -1.18418], [0.39750, -1.41767, -2.98780], [0.84325, -2.49570, -2.04294], [1.96014, -1.12732, -1.88208], [3.01443, -1.92434, 1.27302], [-1.61243, -3.40494, 0.38213], [-0.05941, -3.79134, 1.21781], [0.73744, -4.22408, -0.96969], [3.73990, -0.96501, 0.31130], [3.50835, -1.99009, 0.42083], [-0.89218, -3.50444, -2.39308], [-1.78462, -2.51433, -3.24733], [-1.28347, -3.39727, -3.29106], [0.88746, -0.26898, 3.59138], [1.42074, -1.82049, 2.68469], [0.42011, -0.51312, 2.87421], [-0.41589, 4.01352, -0.78417], [0.46610, 3.09403, -0.31756], [0.54883, 3.99900, -0.64294], [-2.22643, 1.97513, -0.55529], [-3.48141, 2.91338, -0.69888], [-2.60139, 2.72912, -1.05148], [2.17843, 2.04290, -2.15133], [2.27628, 0.85298, -3.05596], [2.59585, 1.24543, -2.22839], [0.71558, 3.31184, -2.37855], [-0.67802, 2.51945, -2.38504], [0.23373, 2.61524, -2.86872], [-0.88885, -0.44216, 2.63546], [-1.89177, -1.50123, 1.95272], [-1.92240, -0.66585, 2.53071], [2.95094, 1.23294, 2.18112], [1.27421, 0.52213, 2.14306], [2.04969, 1.35667, 2.03925], [-3.52402, -0.16288, -0.88213], [-2.99978, -1.18038, -2.01106], [-3.77750, -0.93630, -1.36876], [-2.87652, 0.50550, 2.45865], [-4.25258, 0.39818, 2.16229], [-3.64404, 1.13781, 2.24551], [1.97242, -3.02776, 2.09111], [0.83979, -1.62013, 0.81360], [2.20542, -2.36674, 2.62147], [2.72377, 2.69316, -0.16429], [2.50376, 3.50864, 1.06094], [2.98753, 3.49860, 0.20853]], "lowdin_spin": [0.11, 0.55, 0.06, 0.02, 0.00, 0.01, 0.00, 0.00, 0.03, 0.06, 0.01, 0.01, 0.00, 0.03, 0.00, 0.00, 0.00, 0.00, 0.00, 0.00, 0.00, 0.00, 0.00, 0.00, 0.00, 0.00, 0.00, 0.00, 0.00, 0.01, 0.00, 0.00, 0.00, 0.01, 0.00, 0.05, 0.00, 0.00, 0.01, 0.00, 0.00, 0.02, 0.00, 0.00, 0.01, 0.00, 0.00, 0.01, 0.00, 0.00, 0.00, 0.00, 0.00, 0.00, 0.00, 0.00, 0.00, 0.00, 0.00, 0.00]}

Record 3
{"formula": "C4H9N2O2", "method": "ωB97M-V/def2-TZVPD", "homo_energy_ha": -0.47830, "homo_lumo_gap_ev": 8.58, "total_charge": 1, "relative_energy_kcal_mol": 128.3, "symbols": ["C", "C", "C", "C", "N", "N", "O", "O", "H", "H", "H", "H", "H", "H", "H", "H", "H"], "coordinates": [[1.17792, -0.88078, -0.87557], [0.73930, -0.50134, 0.64490], [-0.54375, 0.06616, 0.02751], [-0.74925, 1.54508, 0.17111], [-2.01450, -0.87055, 0.84142], [-0.27467, -0.51059, -1.30243], [-2.54155, -0.30020, 1.66935], [1.52139, 0.54794, 1.11269], [1.90610, -0.12029, -1.29052], [1.49728, -1.90615, -1.16994], [0.58904, -1.33101, 1.34792], [-0.76477, 1.83941, 1.30159], [-1.79121, 1.75700, -0.27144], [0.20441, 2.02650, -0.14504], [-0.40294, -0.23133, -2.24688], [-0.95593, -1.27014, -1.32060], [2.40315, 0.14027, 1.50592]], "lowdin_charge": [0.05, -0.30, -0.35, -0.03, 0.10, 0.13, 0.11, -0.04, 0.16, 0.13, 0.16, 0.13, 0.12, 0.10, 0.17, 0.17, 0.19]}

Record 4
{"formula": "C24H69F8N4O26S4Y", "method": "ωB97M-V/def2-TZVPD", "homo_energy_ha": [-0.39048, -0.39048], "spin_multiplicity": 2, "homo_lumo_gap_ev": [5.75, 1.59], "total_charge": 1, "symbols": ["Y", "C", "F", "F", "F", "S", "O", "O", "O", "C", "F", "F", "F", "S", "O", "O", "O", "N", "S", "O", "O", "F", "S", "O", "O", "F", "O", "H", "H", "O", "H", "H", "O", "H", "H", "C", "C", "O", "O", "H", "H", "H", "H", "H", "H", "C", "C", "O", "O", "H", "H", "H", "H", "H", "H", "C", "C", "O", "O", "H", "H", "H", "H", "H", "H", "C", "C", "O", "O", "H", "H", "H", "H", "H", "H", "C", "C", "O", "O", "H", "H", "H", "H", "H", "H", "C", "C", "C", "O", "C", "N", "H", "H", "H", "H", "H", "H", "H", "H", "H", "H", "H", "C", "C", "C", "O", "C", "N", "H", "H", "H", "H", "H", "H", "H", "H", "H", "H", "H", "C", "C", "C", "O", "C", "N", "H", "H", "H", "H", "H", "H", "H", "H", "H", "H", "H"], "coordinates": [[-0.82057, -2.59670, -2.72170], [-4.08054, 0.43449, -4.97954], [-4.78257, 0.09462, -3.93566], [-4.92541, 0.72563, -5.97550], [-3.33169, 1.49855, -4.67326], [-2.86032, -0.99395, -5.53371], [-3.71917, -1.84145, -6.37441], [-1.74770, -0.33488, -6.26090], [-2.35507, -1.57503, -4.31670], [-5.45405, -3.09187, -0.74649], [-6.74162, -2.89294, -1.02421], [-4.86757, -2.00940, -0.20893], [-5.36821, -4.08601, 0.14080], [-4.45675, -3.65740, -2.34133], [-3.05661, -3.19565, -2.09447], [-4.51830, -5.11215, -2.38661], [-5.06879, -2.96145, -3.50774], [-0.97717, -1.23488, -0.99566], [-1.76946, 0.04353, -0.62400], [-1.26224, 1.26391, -1.23960], [-2.51541, 0.12902, 0.58401], [-2.97759, -0.26948, -1.65632], [0.08014, -0.99007, 0.32444], [-0.30101, -1.55783, 1.55840], [0.92654, 0.18675, 0.36646], [1.17966, -2.11699, -0.11760], [0.08868, -0.55560, -3.51176], [0.47026, 0.08540, -2.91197], [0.47360, -0.34671, -4.36289], [-0.52227, -4.33497, -1.12550], [-0.04676, -5.16176, -1.20634], [-1.13428, -4.47967, -0.40387], [1.55956, -3.00856, -2.73031], [2.38677, -2.53598, -2.82317], [1.81672, -3.92515, -2.63043], [-1.04767, 4.29559, -2.48515], [0.38462, 3.81549, -2.44026], [0.68752, 2.79913, -3.42568], [-1.28718, 5.06970, -3.67633], [-1.21436, 4.97757, -1.65135], [-1.76965, 3.47900, -2.48884], [0.67454, 3.52078, -1.43170], [0.88001, 4.76180, -2.65746], [1.06449, 3.30419, -4.14984], [-1.60193, 4.48101, -4.36625], [-2.49176, -3.85285, 1.97606], [-1.50677, -4.08968, 3.13832], [-1.75751, -5.36311, 3.72273], [-2.20558, -4.75072, 0.92178], [-2.30065, -2.82045, 1.68323], [-3.51649, -4.00051, 2.31699], [-1.73819, -3.41304, 3.96095], [-0.46612, -4.00822, 2.82446], [-1.30201, -5.97813, 3.14319], [-2.44416, -5.63927, 1.19594], [3.17818, 0.36181, 3.77419], [1.72864, -0.22024, 3.86836], [1.71124, -1.66774, 3.65931], [3.60922, 0.34071, 2.43182], [3.80964, -0.24038, 4.42743], [3.22354, 1.37833, 4.16499], [1.09356, 0.15929, 3.06789], [1.26751, -0.10163, 4.84887], [0.92224, -1.91686, 3.17248], [3.50028, -0.59610, 2.25264], [-0.22942, 3.26246, 2.32651], [1.13940, 3.42548, 1.59609], [2.03676, 3.88082, 2.67229], [-1.25617, 2.86912, 1.42714], [-0.50251, 4.25021, 2.69783], [-0.33401, 2.68119, 3.24264], [1.20681, 4.13326, 0.76989], [1.49509, 2.45259, 1.25685], [2.91663, 3.96026, 2.29662], [-2.07790, 3.26317, 1.72895], [-3.69316, 0.75596, 3.51176], [-3.10272, -0.67211, 3.61499], [-3.30377, -1.12931, 4.89395], [-3.03480, 1.69757, 4.44075], [-4.76344, 0.69723, 3.70963], [-3.58375, 1.17046, 2.50960], [-2.03908, -0.73354, 3.38477], [-3.60211, -1.29252, 2.87082], [-4.23302, -1.26186, 5.09526], [-3.37589, 2.58173, 4.28737], [5.45127, -4.88368, 3.44042], [5.99182, -4.78966, 2.02720], [5.96683, -3.42602, 1.33201], [4.68768, -3.06485, 1.00724], [4.61512, -1.93162, 0.10816], [7.32177, -5.32107, 2.10553], [5.38276, -5.88516, 3.86520], [4.46402, -4.42739, 3.36806], [5.96493, -4.32211, 4.22074], [5.34596, -5.46195, 1.46241], [6.60472, -3.42840, 0.44817], [6.32502, -2.63378, 1.98939], [3.60593, -1.62020, -0.16136], [5.13227, -2.05933, -0.84281], [5.00144, -1.14252, 0.75328], [8.08871, -4.68870, 2.28443], [7.43245, -5.88561, 2.93568], [4.77026, 1.26107, -0.94566], [3.81563, 1.86446, -1.97755], [4.50807, 2.12221, -3.35486], [5.66706, 2.95712, -3.23136], [6.42106, 3.30552, -4.38872], [2.58359, 1.04425, -1.97659], [5.25999, 0.33188, -1.23699], [4.34666, 1.05933, 0.03820], [5.53822, 1.99708, -0.70767], [3.53682, 2.85228, -1.61072], [3.80636, 2.63009, -4.01649], [4.71687, 1.21266, -3.91809], [7.28347, 3.90414, -4.09544], [5.91379, 3.94799, -5.10845], [6.81386, 2.45755, -4.94974], [1.83774, 1.68685, -2.20216], [2.25025, 0.74633, -1.07092], [-5.53704, 1.93930, -0.96637], [-4.93422, 2.59044, 0.23990], [-4.42152, 4.09624, 0.02424], [-3.61820, 4.55127, 1.17890], [-2.65864, 5.64010, 0.93398], [-5.98934, 2.59186, 1.20634], [-4.93147, 1.94903, -1.87262], [-6.53892, 2.31948, -1.16584], [-5.57722, 0.90901, -0.61284], [-4.04556, 2.01738, 0.50443], [-5.30893, 4.71555, -0.10643], [-3.91739, 4.10601, -0.94212], [-3.09577, 6.42582, 0.31782], [-1.70973, 5.27003, 0.54576], [-2.49016, 6.10099, 1.90726], [-6.05556, 1.62886, 1.50360], [-5.69225, 3.06670, 2.04680]], "lowdin_spin": [0.00, -0.01, 0.00, 0.00, 0.00, -0.05, 0.45, 0.46, 0.14, 0.00, 0.00, 0.00, 0.00, 0.00, 0.00, 0.00, 0.00, 0.00, 0.00, 0.00, 0.00, 0.00, 0.00, 0.00, 0.00, 0.00, 0.00, 0.00, 0.00, 0.00, 0.00, 0.00, 0.00, 0.00, 0.00, 0.00, 0.00, 0.00, 0.00, 0.00, 0.00, 0.00, 0.00, 0.00, 0.00, 0.00, 0.00, 0.00, 0.00, 0.00, 0.00, 0.00, 0.00, 0.00, 0.00, 0.00, 0.00, 0.00, 0.00, 0.00, 0.00, 0.00, 0.00, 0.00, 0.00, 0.00, 0.00, 0.00, 0.00, 0.00, 0.00, 0.00, 0.00, 0.00, 0.00, 0.00, 0.00, 0.00, 0.00, 0.00, 0.00, 0.00, 0.00, 0.00, 0.00, 0.00, 0.00, 0.00, 0.00, 0.00, 0.00, 0.00, 0.00, 0.00, 0.00, 0.00, 0.00, 0.00, 0.00, 0.00, 0.00, 0.00, 0.00, 0.00, 0.00, 0.00, 0.00, 0.00, 0.00, 0.00, 0.00, 0.00, 0.00, 0.00, 0.00, 0.00, 0.00, 0.00, 0.00, 0.00, 0.00, 0.00, 0.00, 0.00, 0.00, 0.00, 0.00, 0.00, 0.00, 0.00, 0.00, 0.00, 0.00, 0.00, 0.00, 0.00]}

Number 1 is which compound?
C2H3BrFI